Formula: C36H22N3O5OsPS3
Source: the OMol25 dataset
Level of theory: ωB97M-V with the def2-TZVPD basis set

Geometry as XYZ:
```
71
Properties=species:S:1:pos:R:3
Os -0.95 0.05 0.07
S 3.65 0.14 -0.71
C 2.81 -0.05 -2.19
C 3.36 -0.78 -3.25
C 2.72 -0.83 -4.47
C 3.33 -1.55 -5.58
N 3.82 -2.13 -6.45
C 1.50 -0.17 -4.65
C 0.92 0.55 -3.61
C 1.53 0.62 -2.37
S 0.84 1.60 -1.09
C 0.83 -0.18 -5.93
N 0.28 -0.15 -6.94
H 4.31 -1.29 -3.12
H -0.02 1.06 -3.79
O -1.33 3.46 2.78
S -0.70 2.90 1.62
O -0.37 3.80 0.55
O -1.53 1.74 1.12
C 0.86 2.21 2.23
C 1.79 3.22 2.52
C 3.00 2.91 3.12
C 3.28 1.59 3.46
C 2.37 0.59 3.17
C 1.16 0.87 2.53
P -0.02 -0.48 2.13
C -0.90 -0.52 3.75
C -0.48 -1.40 4.75
C -1.04 -1.33 6.02
C -2.01 -0.38 6.30
C -2.42 0.51 5.31
C -1.87 0.44 4.04
C 0.81 -2.09 2.02
C -0.04 -3.19 2.11
C 0.42 -4.46 1.82
C 1.73 -4.64 1.41
C 2.58 -3.55 1.29
C 2.11 -2.28 1.59
H 1.54 4.25 2.27
H 3.71 3.69 3.33
H 4.23 1.34 3.93
H 2.60 -0.44 3.43
H 0.28 -2.14 4.54
H -0.71 -2.02 6.79
H -2.45 -0.32 7.29
H -3.16 1.27 5.52
H -2.18 1.14 3.28
H -1.08 -3.05 2.40
H -0.25 -5.31 1.89
H 2.09 -5.64 1.17
H 3.60 -3.68 0.95
H 2.78 -1.43 1.47
O -0.42 -3.02 -2.53
C -0.74 -2.01 -1.96
O -0.48 -1.74 -0.70
C -1.52 -0.93 -2.67
C -1.80 -1.04 -4.04
C -2.47 -0.03 -4.65
C -2.85 1.11 -3.91
C -3.53 2.21 -4.50
C -3.86 3.29 -3.75
C -3.55 3.33 -2.37
C -2.90 2.29 -1.77
C -2.53 1.16 -2.53
N -1.86 0.11 -1.93
H -1.46 -1.93 -4.56
H -2.71 -0.07 -5.71
H -3.78 2.15 -5.55
H -4.37 4.13 -4.21
H -3.81 4.20 -1.78
H -2.67 2.32 -0.72
```

Properties
* F_max: 1.4 eV/A
* 2S+1: 5
* relative energy (zero: lowest compared OMol25 entry of this formula, charge and spin): 0.0 kcal per mole
* ⟨S²⟩: 6.04

Quick look at the Mulliken charges, all values in e: 1.438, -0.088, -0.042, -0.753, 0.579, -0.237, -0.501, 0.724, -0.756, 0.116, -0.067, -0.357, -0.532, 0.575, 0.987, -0.739, 1.695, -0.706, -0.956, 0.114, -0.996, -0.827, -0.828, -0.350, 0.571, 0.834, 0.615, -0.607, -0.775, -0.501, -0.860, 0.020, 0.630, -0.495, -0.796, -0.536, -0.899, -0.349, 0.531, 0.415, 0.431, 0.537, 0.350, 0.413, 0.378, 0.452, 0.292, 0.513, 0.403, 0.402, 0.452, 0.349, -0.663, 0.215, -0.443, 0.766, -0.973, -0.525, 1.263, -0.972, -0.554, -0.824, -0.526, 0.463, -0.190, 0.534, 0.462, 0.412, 0.395, 0.466, 0.437

---

Formula: C36H24ClN8O5STi
Source: the OMol25 dataset
Level of theory: ωB97M-V with the def2-TZVPD basis set

Geometry as XYZ:
```
76
Properties=species:S:1:pos:R:3
Ti -0.41 -0.61 -0.28
C -0.64 -7.10 1.08
C -2.04 -6.90 1.16
C -2.58 -5.64 1.07
C -1.71 -4.55 0.90
C -1.93 -3.16 0.73
N -3.17 -2.60 0.68
C -3.33 -1.33 0.58
C -4.65 -0.69 0.59
C -5.94 -1.21 0.64
C -6.99 -0.31 0.64
C -6.77 1.07 0.59
C -5.48 1.58 0.55
C -4.43 0.68 0.55
C -2.98 0.87 0.51
N -2.45 2.06 0.55
C -1.13 2.25 0.61
N -0.14 1.31 0.55
C 1.06 1.94 0.69
N 2.29 1.39 0.70
C 2.45 0.10 0.60
N 1.50 -0.87 0.44
C 2.14 -2.11 0.48
N 1.61 -3.28 0.53
C 0.26 -3.48 0.61
N -0.72 -2.53 0.55
C -0.31 -4.75 0.82
C 0.22 -6.05 0.92
C 3.59 -1.89 0.58
C 4.66 -2.77 0.63
C 5.93 -2.23 0.77
C 6.12 -0.84 0.86
C 5.04 0.03 0.81
C 3.78 -0.52 0.67
C 0.85 3.36 0.83
C 1.72 4.43 1.00
C 1.17 5.69 1.10
C -0.22 5.89 1.04
C -1.09 4.83 0.89
C -0.54 3.55 0.78
N -2.35 -0.35 0.49
H -0.25 -8.11 1.16
H -2.69 -7.76 1.29
H -3.65 -5.48 1.13
H -6.09 -2.28 0.69
H -8.01 -0.68 0.67
H -7.62 1.74 0.59
H -5.29 2.65 0.51
H 1.30 -6.20 0.87
H 4.50 -3.84 0.58
H 6.79 -2.88 0.81
H 7.12 -0.45 0.96
H 5.17 1.10 0.89
H 2.79 4.27 1.04
H 1.82 6.55 1.22
H -0.61 6.90 1.12
H -2.16 4.97 0.84
O -0.49 0.46 -4.15
Cl -0.44 1.18 -2.90
O -0.90 2.52 -3.07
O 0.87 1.12 -2.32
O -1.37 0.48 -1.95
O 0.19 -1.75 -1.94
S -0.16 -2.41 -3.25
C -1.96 -2.25 -3.48
C -2.54 -3.65 -3.58
C -1.75 -4.50 -2.59
C -0.28 -4.19 -2.87
H -2.14 -1.60 -4.33
H -2.30 -1.73 -2.57
H -2.42 -4.04 -4.60
H -3.60 -3.64 -3.35
H -1.95 -5.57 -2.68
H -2.00 -4.21 -1.57
H 0.09 -4.71 -3.75
H 0.39 -4.37 -2.03
```

Properties
* F_max: 0.4 eV/A
* 2S+1: 3
* relative energy (zero: lowest compared OMol25 entry of this formula, charge and spin): 7.2 kcal per mole
* ⟨S²⟩: 2.05
* net charge: -1

Quick look at the Mulliken charges, all values in e: -0.148, -0.594, -0.675, -0.346, 0.760, -1.095, -0.417, -0.418, 0.064, -0.091, -0.651, -0.640, -0.147, 0.011, 0.248, -0.487, -0.528, 0.611, -0.538, -0.479, -0.107, 0.464, -0.191, -0.358, -1.252, 0.597, 0.949, -0.476, -0.084, -0.100, -0.639, -0.672, -0.039, -0.041, 0.295, -0.159, -0.657, -0.632, -0.285, 0.331, 0.609, 0.400, 0.391, 0.523, 0.568, 0.381, 0.390, 0.566, 0.526, 0.565, 0.376, 0.381, 0.578, 0.540, 0.379, 0.386, 0.541, -0.735, 1.802, -0.703, -0.628, -0.584, -0.094, -0.028, 0.010, -1.003, 0.216, -0.643, 0.643, -0.294, 0.328, 0.400, 0.493, -0.426, 0.495, 0.265

---

Formula: C36H24CoN4O5S2
Source: the OMol25 dataset
Level of theory: ωB97M-V with the def2-TZVPD basis set

Geometry as XYZ:
```
72
Properties=species:S:1:pos:R:3
Co 0.04 -0.08 -0.27
O 0.13 1.03 3.93
C -1.17 0.89 4.19
C -1.58 1.02 5.53
C -2.91 0.89 5.87
C -3.86 0.62 4.89
C -3.46 0.49 3.57
C -2.13 0.62 3.20
C -1.72 0.44 1.78
O -0.46 0.61 1.49
N -2.61 0.08 0.91
N -2.10 0.07 -0.36
C -1.76 -0.76 -1.21
C -1.51 -1.06 -2.57
C -2.47 -1.34 -3.54
C -2.08 -1.79 -4.80
C -0.73 -1.95 -5.08
C 0.25 -1.66 -4.13
C -0.11 -1.21 -2.85
O 0.74 -0.90 -1.92
H 0.23 0.94 2.94
H -0.82 1.23 6.27
H -3.21 1.00 6.91
H -4.91 0.52 5.16
H -4.19 0.29 2.79
H -1.94 -2.76 -0.07
H -3.52 -1.21 -3.30
H -2.83 -1.99 -5.56
H -0.43 -2.30 -6.07
H 1.31 -1.77 -4.36
C 3.91 1.55 0.51
C 4.60 0.43 0.99
C 3.93 -0.78 1.09
C 2.59 -0.88 0.70
C 1.88 0.23 0.21
C 2.58 1.44 0.14
C 1.87 -2.17 0.84
C 2.54 -3.38 1.06
C 1.83 -4.54 1.22
C 0.43 -4.51 1.19
C -0.37 -5.68 1.39
C -1.77 -5.61 1.39
C -2.41 -4.42 1.18
C -1.67 -3.15 0.91
C -0.17 -3.25 0.96
N 0.52 -2.13 0.77
H 4.42 2.50 0.44
H 5.64 0.51 1.30
H 4.47 -1.63 1.49
H 2.07 2.32 -0.22
H 3.62 -3.40 1.08
H 2.33 -5.49 1.38
H 0.13 -6.63 1.56
H -2.35 -6.51 1.56
H -3.49 -4.37 1.18
H -2.00 -2.36 1.59
O -0.95 6.33 0.58
S -1.13 5.84 -0.77
O -2.16 6.47 -1.55
N -1.24 4.23 -0.82
C -0.25 3.67 -1.51
S -0.04 2.05 -1.88
C 0.76 4.68 -2.00
C 1.93 4.46 -2.71
C 2.72 5.56 -3.05
C 2.34 6.85 -2.70
C 1.16 7.07 -1.99
C 0.41 5.97 -1.65
H 2.21 3.44 -2.97
H 3.64 5.41 -3.60
H 2.96 7.70 -2.98
H 0.86 8.07 -1.70
```

Properties
* F_max: 1.3 eV/A
* 2S+1: 4
* relative energy (zero: lowest compared OMol25 entry of this formula, charge and spin): 99.9 kcal per mole
* ⟨S²⟩: 3.85
* net charge: -2

Quick look at the Mulliken charges, all values in e: 0.018, -0.762, 0.276, -0.618, -0.273, -0.735, -0.380, 0.050, 0.994, -0.700, -0.833, -0.162, 0.796, -0.221, -0.727, -0.622, -0.476, -0.882, 0.459, -0.237, 0.472, 0.406, 0.342, 0.371, 0.473, -0.081, 0.428, 0.356, 0.346, 0.402, -0.876, -0.694, -0.992, 1.038, 0.251, 0.125, 0.869, -1.263, -1.177, 1.100, -0.746, -0.498, -0.719, 0.774, -0.454, 0.614, 0.421, 0.350, 0.256, 0.240, 0.331, 0.353, 0.349, 0.358, 0.402, -0.079, -0.681, 1.121, -0.702, -0.564, 0.563, -0.360, 0.449, -0.281, -0.731, -0.343, -0.626, -0.217, 0.465, 0.358, 0.351, 0.384

---

Formula: C36H25Cl2CrF10IN5O2
Source: the OMol25 dataset
Level of theory: ωB97M-V with the def2-TZVPD basis set

Geometry as XYZ:
```
82
Properties=species:S:1:pos:R:3
Cr -1.04 -0.74 0.69
C 0.11 2.67 0.63
N 0.68 1.34 0.48
C 1.42 1.23 -0.76
C 0.57 1.30 -2.03
N -0.79 0.85 -1.83
C -1.59 0.65 -2.87
C -1.24 0.46 -4.24
F 0.03 0.55 -4.64
C -2.17 0.13 -5.19
F -1.79 -0.07 -6.46
C -3.51 0.02 -4.86
F -4.41 -0.28 -5.80
C -3.92 0.25 -3.56
F -5.22 0.19 -3.25
C -2.99 0.56 -2.60
F -3.42 0.86 -1.38
C 1.54 0.99 1.62
C 0.72 0.58 2.83
N 0.03 -0.66 2.56
C -0.40 -1.39 3.62
C -0.78 -2.74 3.42
F -0.65 -3.26 2.19
C -1.26 -3.56 4.41
F -1.60 -4.83 4.13
C -1.38 -3.10 5.72
F -1.83 -3.90 6.70
C -1.00 -1.80 5.97
F -1.12 -1.31 7.22
C -0.54 -0.97 4.96
F -0.29 0.31 5.33
H 0.89 3.45 0.63
H -0.45 2.74 1.56
H -0.58 2.87 -0.20
H 1.93 0.27 -0.75
H 2.20 2.01 -0.84
H 1.09 0.72 -2.79
H 0.50 2.34 -2.40
H 2.22 1.82 1.88
H 2.14 0.13 1.32
H 0.02 1.39 3.09
H 1.41 0.49 3.67
Cl 4.14 -5.95 0.16
C 2.80 -5.76 1.24
C 1.82 -6.74 1.23
C 0.80 -6.73 2.15
C 0.77 -5.73 3.12
C 1.73 -4.74 3.11
Cl 1.66 -3.50 4.33
C 2.75 -4.68 2.14
N 3.63 -3.62 2.15
C 4.31 -3.01 1.06
C 5.62 -2.58 1.27
C 6.31 -1.91 0.28
C 5.68 -1.68 -0.95
C 4.38 -2.09 -1.14
C 3.65 -2.74 -0.14
C 2.20 -3.15 -0.30
C 1.30 -2.09 -0.92
O 1.38 -1.76 -2.09
O 0.50 -1.62 -0.03
H 1.89 -7.53 0.49
H 0.03 -7.49 2.13
H -0.01 -5.70 3.87
H 3.71 -3.14 3.03
H 6.09 -2.80 2.22
H 7.32 -1.58 0.45
H 6.21 -1.16 -1.74
H 3.88 -1.90 -2.08
H 1.78 -3.36 0.68
H 2.13 -4.06 -0.90
I -2.53 -2.24 -1.07
C -2.61 -0.53 1.90
C -3.67 -0.68 2.80
C -4.33 0.47 3.19
C -3.95 1.71 2.67
C -2.91 1.77 1.76
N -2.28 0.65 1.43
H -3.95 -1.66 3.17
H -5.14 0.41 3.90
H -4.47 2.61 2.96
H -2.59 2.69 1.30
```

Properties
* F_max: 1.5 eV/A
* 2S+1: 5
* E: -5072.3474 Ha
* ⟨S²⟩: 6.13
* net charge: -1

Quick look at the Mulliken charges, all values in e: -0.349, -1.521, 1.594, -0.428, -1.444, 0.339, -0.011, 0.493, -0.303, 0.155, -0.309, 0.638, -0.318, 0.156, -0.316, -0.333, -0.253, -1.009, -1.243, 1.320, -0.798, 0.075, -0.527, 0.402, -0.480, 0.620, -0.380, 0.019, -0.366, 0.790, -0.393, 0.272, 0.425, 0.254, -0.427, 0.387, 0.627, 0.704, 0.470, -0.015, 0.333, 0.546, -0.198, 0.752, -0.611, -0.792, -0.586, 0.754, -0.269, -0.753, 0.081, 0.031, -0.674, -0.657, -0.784, -0.590, 0.899, 1.122, -0.810, -0.729, 0.891, 0.436, 0.416, 0.504, 0.339, 0.457, 0.385, 0.401, 0.553, -1.153, 0.643, -0.481, 0.143, -1.354, -0.202, -1.230, -0.030, 0.812, 0.541, 0.423, 0.427, 0.493

---

Formula: C36H25Cl68NO4
Source: the OMol25 dataset
Level of theory: ωB97M-V with the def2-TZVPD basis set

Geometry as XYZ:
```
134
Properties=species:S:1:pos:R:3
C -2.61 -2.69 1.20
C -2.38 -1.07 0.82
C -0.92 -0.33 0.88
C -0.82 1.30 0.50
C -2.16 2.20 0.06
C -2.05 3.82 -0.34
C -0.46 4.33 -0.33
C -2.54 4.02 -1.93
C -3.64 1.44 0.00
O -4.78 2.28 -0.41
C -6.01 1.96 0.33
C -6.81 3.33 0.85
C -8.18 3.17 1.42
C -9.13 1.86 1.66
C -9.36 0.91 0.35
C -10.87 0.27 0.20
C -11.93 1.38 -0.44
N -11.80 1.47 -1.97
C -8.62 4.69 1.87
O -9.77 5.03 2.46
O -7.45 5.56 1.52
C -6.29 4.90 0.83
O -5.17 5.45 0.35
C -3.68 -0.16 0.36
H -2.80 -3.35 0.24
H -1.76 -3.11 1.88
H -3.60 -2.73 1.83
H 0.06 -0.92 1.16
H 0.28 1.76 0.54
H -2.69 4.50 0.38
H -0.43 5.46 -0.72
H 0.16 3.72 -1.13
H 0.05 4.19 0.72
H -1.93 4.85 -2.49
H -3.68 4.29 -2.02
H -2.38 3.02 -2.55
H -5.86 1.31 1.29
H -6.76 1.47 -0.47
H -10.18 2.25 2.06
H -8.67 1.24 2.56
H -8.52 0.07 0.35
H -9.15 1.56 -0.62
H -10.82 -0.60 -0.61
H -11.26 -0.23 1.19
H -13.01 0.98 -0.23
H -11.71 2.45 0.00
H -12.17 0.58 -2.41
H -12.45 2.22 -2.32
H -4.72 -0.74 0.29
C -6.31 3.66 5.02
Cl -6.23 5.13 6.02
Cl -7.15 4.02 3.50
Cl -4.65 3.09 4.67
Cl -7.19 2.39 5.91
C 1.79 -0.92 -2.28
Cl 0.89 -2.40 -2.69
Cl 1.95 0.10 -3.73
Cl 0.92 -0.02 -1.01
Cl 3.41 -1.36 -1.68
C 6.89 -3.91 -2.57
Cl 8.10 -5.15 -2.14
Cl 7.51 -2.92 -3.91
Cl 5.38 -4.70 -3.06
Cl 6.59 -2.86 -1.16
C 11.09 -1.99 -1.04
Cl 11.11 -0.22 -0.81
Cl 9.82 -2.43 -2.21
Cl 12.68 -2.53 -1.66
Cl 10.76 -2.79 0.52
C 8.99 2.36 1.67
Cl 8.09 0.88 1.26
Cl 9.15 3.38 0.21
Cl 8.12 3.26 2.93
Cl 10.61 1.92 2.26
C -6.61 -2.27 -2.04
Cl -6.74 -4.01 -1.68
Cl -5.36 -1.54 -1.01
Cl -6.16 -2.05 -3.75
Cl -8.17 -1.48 -1.74
C -8.41 7.99 4.09
Cl -8.33 9.46 5.08
Cl -9.25 8.35 2.56
Cl -6.75 7.42 3.73
Cl -9.29 6.72 4.97
C 8.39 -9.24 -3.42
Cl 7.30 -7.88 -3.76
Cl 10.01 -8.62 -3.01
Cl 7.75 -10.19 -2.06
Cl 8.51 -10.28 -4.86
C 15.89 -4.47 -2.76
Cl 15.91 -2.71 -2.54
Cl 14.62 -4.91 -3.93
Cl 17.48 -5.01 -3.38
Cl 15.56 -5.27 -1.20
C 12.89 -11.42 -1.78
Cl 11.11 -11.46 -1.85
Cl 13.45 -9.73 -1.86
Cl 13.45 -12.16 -0.26
Cl 13.56 -12.33 -3.16
C 0.59 7.66 1.92
Cl 1.60 6.22 2.18
Cl 1.40 8.74 0.74
Cl -0.99 7.17 1.27
Cl 0.37 8.53 3.46
C -8.11 -4.92 -5.54
Cl -9.01 -6.40 -5.95
Cl -7.95 -3.90 -6.99
Cl -8.98 -4.02 -4.27
Cl -6.49 -5.36 -4.95
C 17.69 -0.01 -0.34
Cl 16.23 -0.63 0.45
Cl 18.62 0.99 0.80
Cl 18.70 -1.38 -0.88
Cl 17.23 0.97 -1.76
C 0.29 0.07 -7.76
Cl -1.20 1.03 -7.97
Cl -0.02 -1.27 -6.64
Cl 0.81 -0.58 -9.34
Cl 1.58 1.12 -7.10
C 15.59 -11.34 3.31
Cl 14.13 -11.96 4.11
Cl 16.52 -10.33 4.46
Cl 16.60 -12.71 2.78
Cl 15.13 -10.35 1.90
C -9.01 -1.33 6.14
Cl -8.93 0.15 7.14
Cl -9.85 -0.97 4.61
Cl -7.35 -1.89 5.79
Cl -9.89 -2.60 7.03
C -5.41 12.21 5.57
Cl -6.92 12.56 6.44
Cl -4.03 12.38 6.68
Cl -5.46 10.54 4.94
Cl -5.22 13.35 4.21
```

Properties
* F_max: 9.7 eV/A
* E: -33034.5909 Ha

Mulliken atomic charge list, values in e, 99 entries: -0.930, 0.412, -0.687, -1.101, 0.344, 1.108, -1.227, -1.062, 0.334, -0.267, -0.040, 0.609, -0.263, -0.470, -0.447, -0.509, -0.425, -0.610, 0.345, -0.551, -0.053, 0.080, -0.523, -0.606, 0.232, 0.329, 0.250, 0.423, 0.425, 0.117, 0.414, 0.244, 0.169, 0.374, 0.177, 0.267, 0.366, 0.097, 0.273, 0.147, 0.217, 0.373, 0.118, 0.278, 0.295, 0.280, 0.232, 0.241, 0.299, 0.227, -0.072, 0.110, -0.104, -0.035, 0.176, -0.139, -0.053, 0.007, -0.025, 0.187, 0.026, -0.100, -0.095, -0.006, 0.159, -0.058, 0.017, 0.049, -0.122, 0.299, -0.036, -0.092, -0.107, -0.077, 0.088, -0.088, 0.053, -0.055, -0.075, 0.245, -0.058, -0.078, -0.086, -0.068, 0.237, -0.037, -0.027, -0.095, -0.094, 0.278, -0.021, -0.077, -0.107, -0.081, 0.286, -0.043, -0.090, -0.057, -0.095